[1]
{
  "formula": "C17H73ClN3O26S2",
  "method": "ωB97M-V/def2-TZVPD",
  "e_lumo_ev": -2.64,
  "largest_force_ev_per_a": 0.9,
  "homo_lumo_gap_ha": 0.3013,
  "e_above_lowest_ev": 0.000,
  "total_charge": 1,
  "species": ["C", "H", "H", "C", "N", "H", "C", "H", "H", "H", "C", "H", "O", "H", "H", "H", "H", "H", "O", "H", "O", "H", "O", "H", "H", "C", "O", "H", "H", "H", "H", "H", "Cl", "H", "H", "H", "H", "H", "C", "H", "H", "H", "O", "O", "H", "H", "O", "O", "H", "S", "H", "H", "H", "H", "H", "H", "H", "O", "C", "H", "O", "H", "H", "H", "H", "C", "H", "H", "H", "H", "H", "N", "H", "O", "O", "O", "H", "O", "H", "H", "C", "C", "H", "H", "H", "H", "H", "O", "N", "C", "C", "C", "H", "O", "S", "H", "H", "H", "H", "O", "O", "O", "C", "O", "O", "H", "C", "C", "C", "O", "H", "H", "O", "O", "H", "H", "H", "H", "H", "H", "O", "H"],
  "xyz": [[-0.181, 2.248, 2.275], [-0.766, -3.547, -2.077], [8.778, 5.805, 3.000], [-5.330, -2.545, 1.748], [0.947, -0.622, -3.808], [1.804, 1.844, 1.653], [-6.375, -0.510, -0.325], [0.271, 2.119, 3.252], [-3.258, -6.007, 1.675], [-6.198, -3.028, -3.852], [-1.237, -3.044, -0.070], [-4.527, -1.993, 5.055], [3.282, 1.339, 3.286], [-8.858, 3.914, 3.012], [0.179, -5.055, 2.685], [1.358, -0.341, 1.553], [-0.153, -6.477, 0.571], [-6.403, 1.351, -3.888], [6.095, 4.297, 4.079], [2.503, 0.832, -0.125], [2.659, 4.341, 3.129], [7.649, 3.758, 1.357], [-0.831, -6.314, -0.102], [5.350, 0.060, -2.066], [-6.400, -2.337, 1.753], [1.127, -0.629, 0.528], [7.512, -2.125, -2.468], [-4.864, -1.987, 2.555], [-0.785, 1.361, 2.069], [0.059, -0.829, 0.498], [0.716, 2.472, -0.954], [2.500, -5.160, -2.213], [4.411, 1.952, -3.849], [-6.954, 0.454, 1.478], [1.502, -0.679, -10.256], [-10.695, 2.381, 1.066], [5.097, 2.037, 0.205], [3.255, 1.351, -6.655], [2.458, 0.538, -2.657], [-8.300, -0.050, 0.404], [-5.553, -1.784, -3.282], [5.461, -1.329, 1.386], [0.538, 3.110, 5.211], [2.204, -0.049, -10.444], [7.783, -2.290, -0.270], [-7.597, 1.464, -2.944], [-0.088, -5.981, 2.716], [-5.152, -0.670, 0.258], [7.205, -2.939, -2.881], [-0.991, -1.168, -2.059], [0.562, -2.849, -1.165], [3.649, 0.565, 2.832], [6.904, 4.486, 3.581], [5.853, 3.398, 3.847], [-0.448, 1.428, -0.111], [5.591, 2.644, -1.351], [3.551, 0.694, -7.993], [-3.834, -1.359, 4.836], [-3.208, -1.913, 0.503], [-1.030, -5.944, 2.925], [7.399, -1.849, 0.499], [2.217, 0.536, -9.682], [-4.986, -2.649, -0.405], [2.529, 3.385, 3.086], [-9.414, 2.490, 2.968], [0.591, 1.761, -0.136], [5.537, -0.615, 2.717], [1.660, 3.178, -5.367], [1.689, -1.529, 0.284], [-8.196, 2.606, 0.394], [-0.820, 3.126, 2.286], [1.502, 0.161, -1.808], [3.311, 2.269, -1.830], [-3.266, -5.104, 2.013], [7.084, 3.990, 0.611], [1.181, 3.265, -6.196], [-12.210, 2.234, 1.163], [2.055, -4.542, -1.623], [-5.691, -0.261, 4.574], [-2.865, -1.851, 1.538], [0.946, 2.368, 1.237], [3.663, 1.368, -2.337], [3.477, 4.503, 2.651], [-2.602, -4.641, 1.490], [-3.228, -1.858, 4.279], [7.709, 4.178, -0.097], [0.649, 3.900, 5.749], [-6.629, -1.022, -1.376], [2.113, 0.052, -3.853], [5.544, 1.742, -0.738], [1.479, 0.544, -0.372], [-7.304, 0.381, 0.452], [9.386, 4.522, 3.567], [-7.362, 1.305, -3.866], [-7.242, 2.016, -0.328], [-1.042, -5.391, 0.056], [-2.930, -0.991, -0.005], [1.226, 3.409, 1.101], [7.996, -1.116, 0.672], [8.778, 4.847, 2.894], [-6.626, -0.460, 4.432], [-0.676, -3.327, 0.957], [0.567, -0.552, -2.549], [-11.386, 1.780, 1.364], [-5.498, -2.393, -4.027], [3.661, 1.329, 4.171], [-0.504, -2.775, -1.352], [-4.727, -2.032, 0.457], [4.701, 0.683, -1.455], [2.835, 0.857, -7.367], [1.490, 2.551, -6.766], [7.300, -1.435, -3.102], [-2.582, -3.036, -0.161], [-8.998, 3.168, 2.422], [1.397, -5.093, -1.178], [0.008, 2.520, 5.756], [-6.983, -0.588, 5.316], [4.203, 0.025, -0.740], [2.598, 0.153, -4.733], [-5.173, -3.610, 1.893], [5.105, -0.561, 1.857], [6.557, 1.394, -0.575]]
}

[2]
{
  "formula": "C45H38BaCl5N5O5SSi",
  "method": "ωB97M-V/def2-TZVPD",
  "e_lumo_ev": 2.99,
  "largest_force_ev_per_a": 6.0,
  "homo_lumo_gap_ha": 0.1613,
  "e_above_lowest_ev": 1.762,
  "total_charge": -2,
  "species": ["C", "Cl", "C", "H", "C", "H", "H", "H", "C", "C", "Cl", "C", "H", "N", "S", "H", "H", "H", "N", "H", "H", "H", "N", "H", "C", "H", "C", "C", "C", "C", "C", "C", "Si", "H", "N", "C", "H", "C", "H", "O", "C", "C", "C", "C", "C", "C", "C", "H", "H", "H", "C", "C", "O", "H", "C", "C", "C", "H", "H", "C", "C", "H", "C", "O", "C", "H", "H", "H", "C", "O", "C", "C", "Cl", "C", "O", "C", "Cl", "C", "C", "H", "H", "H", "H", "H", "C", "C", "C", "C", "H", "H", "C", "C", "N", "H", "Ba", "H", "Cl", "C", "H", "H", "H"],
  "xyz": [[2.260, 4.897, -0.400], [0.124, 3.391, 2.334], [3.796, -5.358, 1.279], [-3.965, -4.470, -2.479], [2.133, -4.310, -0.057], [4.179, -0.570, 5.403], [2.688, 1.153, 0.447], [1.727, -0.671, -0.475], [2.652, 0.299, 4.162], [3.223, 3.172, 0.971], [-4.779, 1.555, 5.759], [-4.340, -1.810, 0.584], [1.006, 4.234, -2.007], [2.114, -3.224, 0.693], [6.343, -4.243, 4.875], [3.544, 5.277, 1.285], [1.181, 0.855, 2.675], [-4.708, -3.697, -0.311], [5.620, -4.899, 3.587], [3.835, 2.871, 1.816], [-1.058, 0.981, -3.267], [2.122, 5.947, -0.631], [-1.812, 1.617, -1.431], [-2.565, 4.813, -0.431], [-2.554, -3.755, 0.237], [2.902, -6.290, -0.437], [3.558, -0.668, 4.521], [-1.304, 2.865, 3.247], [-1.704, 1.552, 3.114], [2.579, 2.208, 0.199], [1.435, 0.620, -4.712], [2.864, -1.940, 2.602], [0.942, 1.194, -1.905], [-3.754, 0.969, -1.045], [5.517, -2.860, 4.998], [-1.924, 3.808, 4.070], [-4.557, 3.395, -0.813], [3.130, 1.979, -3.732], [-2.713, -4.832, 0.223], [-5.474, -1.849, 1.054], [3.824, 1.992, -4.941], [-3.014, 3.404, 4.840], [-3.861, -3.022, -0.245], [-1.548, -3.354, -0.875], [3.061, 4.521, 0.674], [1.913, 1.299, -3.581], [1.770, 2.562, -0.887], [-1.921, 4.375, -2.012], [2.512, 1.196, 4.750], [1.711, 0.094, -6.779], [-2.773, 1.195, 3.924], [-3.926, 3.653, -1.674], [-2.042, -2.093, -1.374], [-1.796, -5.325, -1.818], [-2.110, -3.453, 1.686], [4.696, -4.045, 3.208], [-3.438, 2.076, 4.776], [1.470, -4.309, -0.918], [-3.979, -1.727, -2.045], [3.680, -1.808, 3.726], [-3.860, 2.445, -2.612], [4.765, 2.528, -5.020], [2.945, -5.417, 0.202], [-1.155, -2.593, 1.813], [-3.387, -2.537, -1.629], [-3.312, 2.715, -3.524], [0.361, -1.125, -1.582], [0.509, 0.052, -4.636], [1.897, 0.099, 3.003], [-3.502, -0.822, 0.648], [2.925, -3.168, 1.752], [0.840, -0.310, -1.011], [-3.317, -0.476, 3.885], [-3.163, -3.735, -2.573], [-2.669, -4.072, 2.590], [3.802, -4.209, 2.067], [-1.372, 5.460, 4.164], [4.636, -2.868, 4.021], [-2.525, 4.009, -1.173], [-0.804, 2.696, -3.006], [-0.520, -3.239, -0.537], [-3.119, -3.408, -3.611], [4.462, -6.175, 1.529], [3.847, 1.339, -6.993], [-3.153, 1.281, -1.908], [-1.855, 2.782, -0.548], [-1.785, -4.266, -2.085], [2.114, 0.631, -5.926], [3.547, 2.512, -2.882], [-4.390, 4.510, -2.171], [1.628, 3.924, -1.169], [-0.799, 1.716, -2.493], [1.998, -0.988, 2.252], [-3.070, 0.416, -2.570], [-1.375, -0.561, 1.096], [-0.838, 3.022, -0.236], [-3.824, 4.539, 5.876], [3.315, 1.323, -6.047], [-2.414, 2.504, 0.358], [-1.011, -4.101, -2.837], [-4.865, 2.133, -2.914]]
}

[3]
{
  "formula": "C14H33HgN5OP2",
  "method": "ωB97M-V/def2-TZVPD",
  "e_lumo_ev": [-3.23, -3.46],
  "largest_force_ev_per_a": 4.1,
  "homo_lumo_gap_ha": [0.2059, 0.1974],
  "spin_multiplicity": 2,
  "s2": 0.75,
  "total_charge": 1,
  "species": ["H", "H", "H", "H", "H", "C", "N", "H", "H", "H", "H", "O", "C", "H", "H", "H", "H", "H", "H", "C", "C", "C", "H", "H", "H", "H", "H", "C", "C", "H", "P", "H", "Hg", "H", "H", "C", "N", "H", "C", "H", "C", "H", "H", "H", "C", "C", "N", "P", "H", "C", "H", "H", "N", "C", "H", "N"],
  "xyz": [[3.169, -0.146, 3.262], [0.818, -0.651, -5.038], [2.753, 1.566, 3.558], [0.736, -0.997, -3.295], [-0.731, 3.514, -2.988], [0.635, -3.539, -0.981], [0.761, 0.252, 2.001], [0.432, -1.388, 5.378], [-2.539, -2.030, -3.023], [-1.583, -0.979, 1.843], [1.067, -4.526, -1.103], [1.912, 1.073, -2.600], [-0.576, 2.729, -2.223], [1.908, 3.515, -2.492], [-1.262, -0.270, 5.663], [-3.559, -0.209, -0.954], [-0.838, 3.177, -1.242], [-2.862, -0.456, 2.991], [0.858, 2.548, -4.398], [-1.704, 1.665, -2.445], [0.378, 0.133, 3.264], [1.843, 0.710, -3.896], [2.213, -1.425, -4.265], [0.877, 1.248, -5.626], [-1.055, 1.418, 5.138], [2.063, -0.904, 5.836], [-1.180, -4.121, -2.030], [-2.523, -1.823, -1.929], [-1.457, 0.443, 4.867], [0.705, 0.119, 6.271], [1.428, -2.228, -0.114], [3.253, 0.529, 4.897], [-0.057, -0.236, -0.224], [-1.921, 1.415, -3.497], [-3.343, -2.369, -1.419], [1.491, 1.767, -4.876], [1.306, 0.181, 4.268], [1.513, 2.346, -0.607], [2.683, 0.547, 3.967], [2.323, 2.272, -5.408], [-0.646, -3.296, -1.506], [-2.536, 0.525, 4.771], [2.697, -1.947, -0.712], [1.764, 0.476, 1.975], [1.099, -0.539, 5.500], [1.411, -0.682, -4.116], [-1.624, 0.432, -1.707], [1.195, 2.452, -1.954], [-2.031, 0.767, 1.969], [-2.820, -0.327, -1.784], [1.592, -2.639, 1.263], [-3.290, 0.048, -2.713], [-0.930, -0.029, 3.604], [-1.899, -0.178, 2.536], [-2.705, 2.188, -2.278], [-1.212, -2.121, -1.379]]
}

[4]
{
  "formula": "C13H36BrN3O3",
  "method": "ωB97M-V/def2-TZVPD",
  "e_lumo_ev": -4.56,
  "largest_force_ev_per_a": 2.1,
  "homo_lumo_gap_ha": 0.3292,
  "e_above_lowest_ev": 0.000,
  "total_charge": 2,
  "species": ["C", "H", "H", "H", "C", "O", "H", "C", "N", "C", "H", "C", "H", "H", "H", "Br", "H", "C", "H", "H", "H", "O", "O", "H", "H", "C", "H", "H", "H", "H", "C", "H", "H", "H", "C", "H", "C", "H", "H", "C", "C", "H", "H", "N", "H", "H", "N", "H", "H", "H", "H", "H", "H", "H", "C", "H"],
  "xyz": [[3.553, -14.310, -2.425], [3.875, -14.326, -1.391], [5.113, -9.575, -8.508], [2.053, -13.417, -8.953], [4.331, -12.055, -2.771], [7.313, -7.864, -7.056], [0.322, -17.837, -8.602], [7.081, -9.811, -9.334], [4.528, -13.487, -3.234], [0.317, -16.819, -8.984], [-1.276, -14.848, -9.689], [-1.935, -16.771, -8.009], [0.205, -13.092, -7.661], [7.673, -10.386, -8.628], [6.563, -10.524, -9.967], [3.357, -11.127, -8.716], [4.661, -9.404, -6.279], [2.983, -13.123, -5.219], [5.908, -8.192, -9.032], [-0.003, -16.724, -10.014], [1.301, -16.406, -8.804], [3.129, -11.755, -5.518], [1.462, -14.185, -8.919], [-0.042, -12.868, -9.316], [-1.808, -14.326, -8.134], [6.454, -8.669, -7.142], [6.037, -14.914, -3.348], [5.201, -11.482, -3.075], [5.129, -13.269, -5.247], [2.763, -13.684, -6.139], [-0.925, -14.677, -8.670], [-1.751, -17.800, -7.703], [5.998, -14.091, -1.793], [6.678, -13.352, -3.295], [-0.013, -15.880, -6.754], [4.324, -12.096, -1.685], [0.187, -13.668, -8.598], [-2.538, -16.315, -7.226], [3.747, -15.338, -2.751], [5.731, -9.398, -6.055], [5.875, -13.946, -2.860], [-2.427, -16.766, -8.976], [4.389, -14.765, -4.830], [-0.642, -16.050, -8.093], [5.812, -8.790, -5.157], [-0.637, -15.211, -6.167], [6.022, -9.081, -8.539], [2.547, -14.026, -2.694], [2.093, -13.229, -4.591], [0.080, -16.871, -6.317], [7.655, -9.067, -9.867], [0.961, -15.425, -6.902], [6.119, -10.411, -5.991], [2.957, -11.550, -6.462], [4.282, -13.685, -4.702], [3.383, -11.699, -3.155]]
}

[5]
{
  "formula": "C11H13N2O",
  "method": "ωB97M-V/def2-TZVPD",
  "e_lumo_ev": -3.05,
  "largest_force_ev_per_a": 6.1,
  "homo_lumo_gap_ha": 0.3090,
  "e_above_lowest_ev": 6.607,
  "total_charge": 1,
  "species": ["N", "C", "C", "C", "C", "C", "C", "H", "H", "H", "H", "H", "C", "C", "H", "H", "H", "O", "N", "H", "C", "C", "C", "H", "H", "H", "H"],
  "xyz": [[-1.235, 1.511, 0.431], [0.819, 0.303, 0.719], [-0.443, 0.662, 1.452], [0.854, -0.894, 0.122], [1.946, -0.970, -0.718], [2.986, 1.024, -0.139], [-1.490, -1.618, 1.067], [-1.181, -0.740, -2.155], [-2.719, -0.362, -1.576], [3.677, -0.326, -1.545], [-1.039, -0.432, 2.988], [-2.119, 1.302, 0.856], [-1.685, -0.295, -1.273], [-1.400, 1.095, -0.987], [-0.537, 1.437, -1.498], [1.445, 2.111, 1.118], [2.233, -1.991, -1.215], [-1.265, -0.427, 2.030], [-1.565, -1.475, -0.330], [3.727, 1.904, -0.266], [1.848, 1.204, 0.642], [2.939, -0.068, -0.903], [-0.289, -1.846, 0.237], [-0.936, 2.472, 0.795], [-2.222, -2.369, 1.447], [-2.285, 1.725, -1.372], [-0.064, -2.937, 0.074]]
}

[6]
{
  "formula": "C3H8NS",
  "method": "ωB97M-V/def2-TZVPD",
  "e_lumo_ev": -3.72,
  "largest_force_ev_per_a": 4.8,
  "homo_lumo_gap_ha": 0.3750,
  "e_above_lowest_ev": 0.671,
  "smiles": "[NH3+][C@H]1CCS1",
  "total_charge": 1,
  "species": ["H", "C", "S", "H", "N", "C", "H", "H", "C", "H", "H", "H", "H"],
  "xyz": [[-1.336, -0.726, 1.311], [-0.747, -0.050, 0.753], [-0.931, 0.022, -1.700], [-0.021, 0.355, 1.478], [1.488, -0.460, -0.593], [-1.524, 0.917, -0.224], [-0.132, -1.951, -0.446], [1.743, -0.013, 0.314], [0.031, -0.893, -0.458], [-1.227, 1.916, -0.123], [-2.564, 0.797, -0.024], [2.157, -1.162, -0.824], [1.408, 0.078, -1.363]]
}